Molecular formula: C33H30N5OSTl
Method: DFT, ωB97M-V/def2-TZVPD

Geometry (Å):
Tl (2.523987, 2.993966, -1.880522)
C (1.418933, -0.111630, -3.725944)
N (2.204251, 0.182813, -2.500278)
C (1.611494, -0.547018, -1.413698)
C (3.620502, -0.034995, -2.729803)
C (4.380072, 0.960095, -3.618423)
C (5.384002, 0.434996, -4.465541)
C (5.994571, 1.242657, -5.419476)
C (5.628716, 2.638521, -5.469609)
C (4.716359, 3.145007, -4.567353)
C (4.024751, 2.322481, -3.659909)
H (1.359900, -1.167527, -3.946106)
H (1.903396, 0.328168, -4.618539)
H (0.398371, 0.275973, -3.594404)
H (1.625232, -1.637208, -1.546253)
H (0.573887, -0.362319, -1.282598)
H (2.170788, -0.161870, -0.500577)
H (3.798999, -1.086199, -3.048969)
H (4.100291, -0.092418, -1.789737)
H (5.693067, -0.604613, -4.357353)
H (6.841758, 0.819262, -5.887594)
H (6.200072, 3.315310, -6.186912)
H (4.512766, 4.171707, -4.739057)
O (-3.015631, -1.831787, 4.293065)
C (-2.838813, -2.987304, 4.826444)
C (-3.835370, -3.643071, 5.584224)
C (-3.749450, -4.951190, 5.983482)
C (-2.565615, -5.698700, 5.870607)
C (-1.573536, -5.088261, 5.195258)
C (-1.591111, -3.786897, 4.728102)
C (-0.587985, -3.279238, 3.757834)
N (0.732010, -3.599951, 3.786684)
C (1.193668, -3.101713, 2.629291)
C (0.242295, -2.432693, 1.908991)
N (-0.917415, -2.615609, 2.619344)
H (-4.760275, -3.085834, 5.637116)
H (-4.603117, -5.401268, 6.552505)
H (-2.460467, -6.688373, 6.263789)
H (-0.646957, -5.517419, 4.880095)
H (2.254102, -3.153424, 2.339727)
H (0.354569, -1.722167, 1.135065)
H (-1.773489, -2.124893, 2.463341)
S (-0.796630, 2.139408, -0.473616)
C (-2.293996, 1.454817, 0.109329)
C (-2.457393, 0.717648, 1.285069)
C (-3.740747, 0.249522, 1.455998)
C (-4.795728, 0.446738, 0.582639)
C (-4.511682, 1.120882, -0.665770)
C (-3.283357, 1.715523, -0.825870)
N (-2.917707, 2.435753, -1.983586)
C (-1.686064, 2.750059, -1.843580)
C (-0.998197, 3.628927, -2.857145)
C (-1.796744, 4.565053, -3.571341)
C (-1.290806, 5.279010, -4.641924)
C (-0.044201, 5.060919, -5.087578)
C (0.796504, 4.249345, -4.409391)
C (0.365690, 3.480304, -3.279160)
H (-1.728687, 0.636039, 2.056112)
H (-3.898014, -0.217413, 2.381170)
H (-5.815602, 0.141164, 0.722362)
H (-5.313361, 1.372102, -1.344913)
H (-2.823264, 4.777143, -3.190626)
H (-1.808917, 6.137951, -5.073308)
H (0.241897, 5.527106, -6.044853)
H (1.854917, 4.008551, -4.779953)
C (-0.412618, -1.582281, 6.578173)
C (-0.097885, -0.902863, 7.895658)
N (0.089652, -0.258799, 8.845630)
H (0.563453, -1.810055, 6.091157)
H (-1.003914, -0.928354, 5.920873)
H (-0.940177, -2.509568, 6.642131)

Atoms 1-6, force components in eV/Å:
Tl -0.490 -0.096 -0.104
C 0.450 1.208 -0.040
N -1.035 0.431 -2.019
C 1.982 0.314 1.452
C 0.225 -0.933 -0.240
C -0.495 -0.071 -0.807

Output
lowest unoccupied orbital energy	4.03	eV
net charge	-2